Record 1
165
Properties=species:S:1:pos:R:3:forces:R:3 method="wB97M-V/def2-TZVPD" homo_lumo_gap_ev=10.06 smiles="CCOS(C)(=O)=O.CCOS(C)(=O)=O.CCOS(C)(=O)=O.CCOS(C)(=O)=O.CCOS(C)(=O)=O.CCOS(C)(=O)=O.CCOS(C)(=O)=O.CCOS(C)(=O)=O.CCOS(C)(=O)=O.CCOS(C)(=O)=O.CCOS(C)(=O)=O" homo_ev=-10.487 lumo_ev=-0.4
C -3.547494 -2.643016 -6.096226 0.233 1.628 0.560
C -3.526684 -4.007700 -5.507023 1.074 0.421 -1.045
O -4.865671 -4.438571 -5.516516 -1.718 -1.409 1.712
S -5.508732 -5.013249 -4.066577 -0.601 -1.214 -3.019
C -5.751482 -3.423138 -3.242513 -0.144 -0.272 0.385
O -6.837744 -5.591832 -4.469459 3.967 1.629 1.565
O -4.402024 -5.808270 -3.510464 -2.429 1.321 -0.080
H -3.629660 -2.692544 -7.181998 -0.365 0.214 0.140
H -2.638187 -2.093723 -5.852252 0.251 -0.075 -0.138
H -4.347264 -2.072796 -5.623648 -0.208 0.201 -0.413
H -2.944894 -4.500236 -6.286145 -0.046 -1.298 0.570
H -3.006407 -4.071593 -4.551344 -0.337 -0.164 0.079
H -6.487859 -2.791074 -3.738855 -0.101 -0.576 -0.417
H -4.820111 -2.857499 -3.215926 0.164 -0.448 0.172
H -6.123706 -3.645861 -2.242543 0.252 -0.041 0.068
C -4.013964 0.972928 1.884347 0.605 0.454 0.164
C -5.396808 1.297865 2.412737 0.947 0.311 -0.023
O -5.208288 2.510851 3.163092 -1.880 1.870 0.624
S -6.551292 3.419979 3.666436 0.983 0.421 0.384
C -7.149647 2.319178 5.052782 0.294 0.485 -2.097
O -5.987149 4.616160 4.259711 -0.372 -1.401 -0.730
O -7.528043 3.579523 2.591171 1.262 -0.976 1.397
H -3.278646 1.118336 2.675708 -0.034 -0.441 0.248
H -3.692203 1.713597 1.152243 -0.302 -0.100 -0.319
H -3.931754 -0.028779 1.462544 -0.107 0.044 0.024
H -6.036848 1.479677 1.549382 -0.559 -0.265 0.505
H -5.694422 0.553172 3.150961 -0.572 -0.301 -0.551
H -7.530711 1.506401 4.434495 -0.322 -0.368 0.522
H -7.939756 2.823494 5.609105 0.169 0.016 -0.105
H -6.280457 2.019375 5.638200 -0.128 0.249 -0.051
C -6.072027 -5.736407 4.320376 -0.395 -0.610 -1.085
C -7.014873 -6.213856 3.179156 -0.351 -0.095 1.236
O -6.778841 -5.533519 1.970404 0.568 0.916 -2.724
S -7.651905 -5.913670 0.612066 -0.528 0.274 -0.862
C -9.186685 -5.025017 1.027265 1.187 -0.174 -0.532
O -6.985036 -5.257079 -0.558573 -1.310 -1.667 3.367
O -8.041939 -7.327810 0.560277 1.451 1.986 0.180
H -6.304334 -6.314212 5.214949 0.137 -0.411 -0.179
H -6.202308 -4.711596 4.668070 0.088 0.078 -0.686
H -5.078040 -5.967043 3.937110 0.305 0.346 0.576
H -6.812688 -7.253777 2.922702 -0.445 -0.258 0.725
H -8.038548 -5.989023 3.478561 -0.201 -0.624 0.053
H -9.832090 -5.688028 1.603426 0.113 0.066 -0.163
H -9.571285 -4.784832 0.036052 -0.357 0.127 0.256
H -8.890705 -4.139160 1.589189 -0.257 0.061 -0.184
C -6.520488 -2.099519 0.783499 0.781 -1.210 -0.217
C -7.490435 -0.979075 0.412911 0.869 -1.618 -0.880
O -7.781292 -0.342604 1.617860 -2.892 1.521 2.400
S -9.402594 -0.316362 2.068698 0.549 0.190 -0.008
C -10.026463 0.901295 0.861866 0.835 -0.054 0.584
O -9.924153 -1.662554 1.802031 0.555 2.138 0.807
O -9.464654 0.310503 3.409970 0.447 -1.635 -2.403
H -6.845298 -2.793490 1.558746 -0.879 0.278 0.133
H -5.545042 -1.823434 1.183974 -0.038 0.961 -0.099
H -6.222078 -2.804853 0.007906 -0.364 0.330 -0.602
H -7.072040 -0.266972 -0.298409 0.252 0.173 0.159
H -8.403225 -1.337218 -0.063157 0.066 -0.381 0.034
H -9.786133 0.540960 -0.138388 -0.284 -0.175 0.111
H -9.425655 1.788134 1.063461 0.149 0.024 0.076
H -11.066085 1.197668 1.001258 -0.067 -0.637 0.209
C -11.304087 3.081590 4.368489 0.109 1.283 0.178
C -12.015762 3.705096 5.607454 0.912 -1.223 -0.199
O -11.674646 5.089564 5.762383 -1.302 0.935 -0.333
S -12.642363 6.025865 6.715834 1.451 -0.451 -0.277
C -11.517978 6.159194 8.158097 -0.604 0.104 -0.802
O -12.627303 7.329208 6.048222 -0.841 -2.081 1.054
O -13.820957 5.240019 7.095541 1.411 1.590 -0.848
H -11.252261 1.992940 4.384239 -0.526 0.131 0.033
H -10.276150 3.404328 4.203297 0.245 0.197 0.643
H -11.784576 3.478830 3.474380 -0.394 -0.478 -0.101
H -13.082928 3.508629 5.504226 0.029 0.420 0.123
H -11.658995 3.258746 6.535671 -0.090 -0.558 0.037
H -12.145773 5.975958 9.030101 0.261 0.367 0.059
H -11.085351 7.153079 8.043494 -0.243 0.010 0.469
H -10.706398 5.432704 8.117542 -0.423 -0.109 -0.212
C -4.354830 -7.630436 0.572806 1.068 -0.144 0.925
C -3.693192 -6.469210 -0.125929 -1.688 -1.097 -2.663
O -2.880580 -5.636128 0.626904 0.698 3.138 0.435
S -2.495609 -4.171573 -0.170141 -0.205 -0.206 0.717
C -1.888172 -3.271684 1.354359 -0.220 -0.850 -0.533
O -1.398343 -4.498633 -1.062103 -1.159 0.623 1.010
O -3.662155 -3.450956 -0.697364 1.565 -1.456 0.934
H -5.125959 -8.031480 -0.084930 -0.065 0.125 0.168
H -4.764575 -7.230045 1.500107 -0.409 -0.226 0.009
H -3.678531 -8.441083 0.844044 0.107 -0.024 -0.016
H -3.148674 -6.764701 -1.022751 0.131 -0.368 0.002
H -4.592732 -5.994554 -0.517907 0.284 1.062 -0.029
H -2.682616 -2.984838 2.043317 -0.385 -0.333 -0.431
H -1.358647 -2.356494 1.089558 0.093 -0.324 -0.448
H -1.247072 -3.989417 1.866182 0.147 0.147 -0.163
C -14.217504 1.164248 7.722527 0.009 0.044 -0.728
C -14.034573 0.238970 6.519100 -0.232 -0.830 0.257
O -13.877305 0.989389 5.322748 -0.526 0.469 -2.094
S -14.065616 0.213747 3.880738 0.082 -0.090 -1.728
C -12.619146 -0.877261 3.957065 -1.343 0.384 0.433
O -15.290801 -0.608357 3.763291 2.308 1.973 0.871
O -13.766270 1.227906 2.853472 -0.833 -1.391 1.972
H -14.226637 0.603307 8.657062 0.015 -0.067 -0.117
H -15.138757 1.739677 7.631561 -0.063 -0.134 0.002
H -13.410083 1.895596 7.758538 0.113 -0.068 0.069
H -13.137337 -0.376326 6.585960 0.008 -0.070 0.483
H -14.871172 -0.431903 6.323843 -0.237 -0.059 0.568
H -11.844158 -0.236678 4.377948 0.189 -0.387 -0.268
H -12.412759 -1.291419 2.970162 0.039 0.244 0.094
H -12.935253 -1.676449 4.627502 0.406 -0.081 0.024
C -10.579947 0.165611 6.995890 -1.128 1.047 -0.559
C -9.303804 0.487274 7.740201 -0.112 -2.149 -0.874
O -9.212788 1.819171 8.160823 -1.002 1.828 1.987
S -10.018731 2.253135 9.617956 -0.408 0.040 0.851
C -8.581580 2.060801 10.783691 0.115 0.586 -0.943
O -10.391246 3.674792 9.604815 1.061 -2.730 -0.658
O -11.065576 1.267581 9.915079 1.960 1.347 -0.769
H -11.380359 0.778857 7.409858 -0.217 -0.416 0.253
H -10.903713 -0.870456 6.896638 0.303 -0.143 0.626
H -10.537495 0.499624 5.959196 0.430 0.184 -0.107
H -9.114831 -0.239972 8.529824 -0.127 0.220 0.447
H -8.535677 0.280675 6.994948 0.661 0.646 0.279
H -7.893016 2.882545 10.586893 -0.152 0.090 -0.530
H -8.043475 1.144494 10.540966 -0.382 -0.124 0.201
H -8.793112 2.197671 11.844177 -0.802 -0.495 -0.224
C -7.003166 4.122604 -2.890315 1.584 -0.208 -1.447
C -8.437274 3.785560 -2.845058 -1.101 1.207 0.985
O -8.684721 2.510529 -2.247186 -0.231 -3.137 -0.147
S -9.731043 1.410582 -2.916647 -1.200 1.304 -1.064
C -11.222170 2.306797 -2.304100 0.005 -1.124 -0.209
O -9.662702 1.546928 -4.377100 0.064 -0.367 2.485
O -9.686700 0.075176 -2.309176 0.791 2.505 -0.531
H -6.534810 3.617258 -3.734931 0.286 -0.496 0.196
H -6.435637 3.934566 -1.978920 -0.295 -0.073 0.024
H -6.849741 5.159722 -3.188580 -0.375 0.265 0.384
H -8.850826 4.471195 -2.105479 -0.587 0.169 -0.181
H -8.956298 3.913614 -3.794961 0.139 -0.236 -0.024
H -12.148332 1.783789 -2.542377 0.213 -0.145 -0.780
H -11.189605 3.295731 -2.761319 -0.038 -0.066 0.296
H -11.276738 2.291747 -1.215569 0.780 0.447 -0.024
C -14.673393 7.180853 3.084226 -0.366 -0.418 0.258
C -13.489801 6.776358 2.190470 -0.015 0.807 1.529
O -13.757947 5.465400 1.704584 0.305 -0.916 -2.932
S -13.449890 5.272668 0.057126 -1.945 0.683 1.559
C -13.833625 3.547165 -0.041840 -0.513 -0.504 -0.023
O -14.477991 6.060550 -0.644969 2.332 -1.322 0.880
O -12.032087 5.405148 -0.162198 -0.702 0.422 -0.291
H -14.890723 6.407680 3.821164 0.400 -0.363 -0.008
H -15.624784 7.255474 2.557550 0.216 0.259 -0.469
H -14.549832 8.063263 3.712074 0.440 0.222 -0.445
H -13.251379 7.510490 1.420859 -0.390 -0.151 -0.310
H -12.579015 6.679471 2.781387 -0.006 0.155 0.207
H -13.162942 2.934568 0.560679 0.055 0.384 0.154
H -13.763391 3.216885 -1.078221 0.113 0.373 -0.088
H -14.859383 3.360361 0.276002 0.075 0.254 0.121
C -7.120205 -2.084921 5.088752 0.834 -1.154 0.337
C -8.508903 -2.524970 5.453305 -0.058 1.069 -0.971
O -8.575196 -3.948926 5.455262 -1.348 -1.120 0.060
S -10.117779 -4.588624 5.477696 1.007 0.612 0.805
C -10.521490 -4.299423 7.247741 0.365 -0.367 -1.373
O -10.940907 -3.715749 4.663576 0.524 -1.218 0.556
O -9.959635 -6.016494 5.262739 -0.234 2.039 -0.050
H -6.431324 -2.500866 5.823957 0.253 0.357 0.234
H -7.016137 -1.001838 5.023790 -0.135 -0.096 -0.032
H -6.817201 -2.578943 4.165590 -0.131 0.386 -0.332
H -8.774351 -2.103920 6.423019 -0.282 -0.148 0.086
H -9.133888 -2.128808 4.652957 -0.566 -0.065 0.364
H -11.583937 -4.529064 7.328927 0.159 -0.031 0.261
H -10.300839 -3.259937 7.490398 -0.170 -0.093 -0.107
H -9.860338 -4.971838 7.794374 -0.313 -0.002 0.086


Record 2
13
Properties=species:S:1:pos:R:3:forces:R:3 method="wB97M-V/def2-TZVPD" homo_lumo_gap_ev=8.04 smiles=CNC.S homo_ev=-9.017 lumo_ev=-1.0
C -0.655133 0.397480 0.298474 -4.429 0.532 -1.673
N 0.557424 0.013673 0.926516 3.428 -1.926 -1.603
C 1.626497 1.080451 0.966077 -0.508 1.260 1.787
H -1.538529 -0.423596 0.191958 2.571 1.305 0.922
H -0.728537 0.746767 -0.846741 0.926 -0.225 2.260
H -1.177475 1.165755 0.965136 0.820 -0.635 -1.102
H 1.034390 -0.765630 0.343219 -1.393 1.359 1.455
H 1.081147 2.030628 0.855043 0.179 -0.053 0.483
H 2.266829 1.167207 1.977940 -1.651 -0.646 -2.187
H 2.316469 1.155551 0.126657 0.107 -0.768 -0.161
S -1.832209 -2.158100 -1.990795 -0.700 -0.031 -6.444
H -2.272314 -2.096865 -0.790079 1.676 -0.306 2.593
H -0.678559 -2.313320 -3.023405 -1.026 0.134 3.669


Record 3
97
Properties=species:S:1:pos:R:3:forces:R:3 method="wB97M-V/def2-TZVPD" multiplicity=6 homo_lumo_gap_ev="7.46 / 5.20" charge=+3 homo_ev="-15.405 / -15.401" lumo_ev="-7.9 / -10.2"
Ru 0.954052 -0.058478 0.618891 -0.365 0.672 0.051
C 1.271547 2.529077 -3.446671 -0.023 -0.229 0.047
C 1.488308 2.333056 -1.969218 0.065 1.078 -0.600
O 1.369869 1.218753 -1.452646 0.032 -0.981 0.833
N 1.843478 3.424557 -1.280716 0.022 -0.022 0.108
C 2.144384 3.414016 0.142251 -0.121 -0.322 0.237
C 0.896716 3.503181 0.982436 0.275 0.418 0.033
C 0.544748 4.705494 1.585442 -0.006 -0.233 -0.029
C -0.594428 4.764284 2.371369 -0.031 -0.163 -0.092
C -1.395866 3.634701 2.437849 0.102 -0.078 -0.123
C -0.998292 2.497335 1.752617 -0.382 0.141 0.197
N 0.154738 2.396898 1.093578 0.106 -0.540 -0.141
H 0.931284 1.595808 -3.889778 -0.032 0.078 0.023
H 2.197545 2.831354 -3.935387 0.052 0.038 0.038
H 0.532671 3.306146 -3.627028 -0.074 0.074 -0.017
H 1.864279 4.321103 -1.746265 0.010 -0.170 -0.145
H 2.819070 4.243333 0.359924 -0.041 -0.134 -0.023
H 2.641959 2.470150 0.383657 -0.049 0.416 -0.042
H 1.167768 5.576261 1.449176 0.091 0.050 0.031
H -0.858898 5.670102 2.895053 -0.042 0.081 0.030
H -2.313529 3.624222 3.005043 -0.104 0.032 -0.013
H -1.640172 1.630272 1.715102 -0.043 -0.007 0.103
C 1.073171 -3.695929 2.985539 0.072 0.584 0.084
P 0.885333 -2.774358 1.404807 -0.081 -1.340 -0.248
C -0.737418 -3.461610 0.867455 0.155 0.467 -0.101
C 2.022587 -3.752867 0.324852 -0.010 0.322 0.063
C 1.858131 -3.316549 -1.120280 -0.108 0.313 0.155
P 2.338208 -1.538596 -1.281526 0.455 -1.213 -0.764
C 2.224516 -1.343582 -3.098802 -0.262 0.374 0.314
C 4.173677 -1.699211 -1.169057 -0.254 0.218 0.303
H 0.668019 -4.698737 2.854689 -0.053 -0.004 -0.156
H 0.529102 -3.201608 3.789266 0.010 0.008 0.047
H 2.121560 -3.775785 3.264029 0.017 0.060 0.020
H -0.625190 -4.511225 0.591029 0.103 0.024 0.037
H -1.125148 -2.897642 0.019349 -0.124 -0.040 0.039
H -1.428995 -3.399562 1.705810 -0.086 0.017 -0.058
H 1.793032 -4.815423 0.447454 -0.028 0.094 0.103
H 3.052007 -3.594866 0.656461 -0.002 -0.070 0.073
H 0.818976 -3.426283 -1.441977 0.029 -0.007 -0.070
H 2.481237 -3.916540 -1.789791 -0.032 0.126 -0.006
H 2.941201 -2.023398 -3.559697 -0.011 -0.051 0.064
H 2.468078 -0.323197 -3.386100 -0.037 0.006 -0.045
H 1.222571 -1.590522 -3.436181 -0.064 0.044 -0.076
H 4.482321 -2.576915 -1.737672 -0.120 -0.021 -0.028
H 4.527986 -1.794511 -0.145142 0.048 -0.007 0.007
H 4.624852 -0.819351 -1.624134 0.078 -0.046 0.017
Se 1.529987 1.072487 3.866009 -0.631 0.360 0.289
Se 2.841174 -0.816397 3.888093 0.421 -0.359 -0.027
C 3.987073 -0.190112 2.462250 -0.248 -0.225 0.408
C 5.353429 -0.134057 2.696511 -0.189 -0.069 0.033
C 6.158077 0.492233 1.761136 -0.131 -0.014 -0.195
C 5.565077 0.981376 0.606253 -0.114 -0.027 0.060
C 4.206951 0.785631 0.419842 0.455 0.260 -0.124
N 3.413779 0.233683 1.340089 -0.496 -0.038 -0.526
C -0.221730 0.236841 3.821414 0.784 0.306 0.223
C -1.060613 0.272183 4.924896 0.080 -0.005 -0.206
C -2.327541 -0.281462 4.786199 0.070 -0.045 -0.135
C -2.696654 -0.811625 3.558636 0.151 0.064 0.027
C -1.782991 -0.790084 2.516509 -0.423 -0.273 0.021
N -0.557874 -0.290760 2.653821 0.171 -0.082 -0.814
H 5.757700 -0.548989 3.607827 0.027 0.109 0.095
H 7.216646 0.603627 1.933787 0.130 0.002 0.012
H 6.142110 1.497489 -0.143729 0.071 -0.005 -0.119
H 3.740166 1.078523 -0.513053 -0.012 0.018 0.047
H -0.731579 0.721667 5.851297 0.025 -0.040 0.003
H -3.011284 -0.305417 5.619105 -0.090 0.057 0.126
H -3.676186 -1.234951 3.408328 -0.111 -0.047 -0.029
H -2.035379 -1.162382 1.534725 -0.088 -0.016 -0.094
C -4.946267 -0.418427 0.050746 -0.272 0.191 0.184
N -3.826541 -1.031969 -0.631372 0.848 0.603 -0.629
C -3.893216 -2.473619 -0.759006 0.014 -0.301 0.058
P -2.583381 -0.202970 -1.363914 -2.487 0.250 -1.765
O -1.278219 -0.287107 -0.660612 2.046 0.035 1.056
N -3.104234 1.387320 -1.502908 0.771 -1.215 0.655
C -2.147766 2.457640 -1.358314 0.160 0.220 0.187
C -4.305466 1.733936 -2.231231 -0.206 0.080 -0.133
N -2.456004 -0.875488 -2.913674 0.299 0.228 1.765
C -1.319417 -0.439104 -3.688315 0.195 -0.062 -0.101
C -3.590988 -1.242656 -3.725292 -0.234 -0.189 -0.257
H -5.116439 -0.902387 1.015505 0.054 -0.039 0.010
H -5.869926 -0.518458 -0.529545 0.054 0.010 0.030
H -4.752815 0.636556 0.228877 -0.039 -0.006 -0.010
H -3.788599 -2.954036 0.217518 0.012 -0.039 0.032
H -3.094277 -2.815171 -1.415266 -0.077 -0.148 0.016
H -4.852940 -2.790168 -1.174262 0.023 0.025 -0.063
H -1.189051 2.036017 -1.054414 -0.056 0.220 -0.036
H -2.485663 3.168091 -0.597000 0.085 0.092 -0.051
H -2.030135 3.001827 -2.300436 0.038 -0.008 -0.033
H -4.947046 0.864386 -2.333955 -0.131 0.006 -0.049
H -4.067553 2.116817 -3.228535 -0.017 -0.044 -0.004
H -4.851733 2.512868 -1.692287 -0.042 -0.071 -0.040
H -0.521367 -0.152011 -3.004600 0.141 0.049 -0.151
H -1.575178 0.402769 -4.340875 0.040 0.090 0.007
H -0.987941 -1.259087 -4.330024 0.120 0.031 -0.024
H -4.454933 -1.456673 -3.106854 -0.130 -0.042 -0.013
H -3.336767 -2.138380 -4.298086 -0.124 0.005 -0.004
H -3.847522 -0.453380 -4.436877 -0.072 0.039 0.010


ΔE to the lowest compared entry with this formula, charge and spin (kJ/mol)
505.2; 416.7; 29.5